Record 1
{"formula": "C7H16O2", "method": "wB97M-V/def2-TZVPD", "symbols": ["O", "O", "C", "C", "C", "C", "C", "C", "C", "H", "H", "H", "H", "H", "H", "H", "H", "H", "H", "H", "H", "H", "H", "H", "H"], "coordinates": [[-0.17714, 1.65224, -2.48923], [2.31148, -1.24221, 1.22451], [-0.95481, -1.93373, -1.19864], [0.05569, -2.80183, -0.95622], [-1.00862, 0.73610, 1.57748], [-1.21636, -0.72449, -0.42634], [1.05583, 2.01486, 0.79863], [-0.47472, 2.01115, 0.88682], [-0.70087, -0.49015, 0.80004], [-0.92948, 2.12454, -0.10689], [-1.66423, -2.10920, -2.02927], [1.53580, 1.94671, 1.79995], [0.25934, -3.63798, -1.57016], [-0.02285, 0.99016, -1.81371], [1.93245, -0.34868, 1.39836], [-2.09991, 0.81484, 1.79008], [2.70818, -1.18237, 0.31195], [0.74836, -2.69619, -0.15814], [1.37969, 2.92864, 0.26869], [-0.53446, 0.66504, 2.54520], [-0.08469, -1.25815, 1.28244], [-0.84366, 2.89802, 1.43323], [1.44799, 1.19173, 0.15456], [0.41908, 1.49720, -3.17307], [-1.86308, 0.02397, -0.90604]], "lowdin_charge": [-0.02, -0.09, -0.17, 0.02, -0.21, -0.14, -0.12, -0.26, -0.12, 0.09, 0.10, 0.09, 0.04, 0.00, 0.01, 0.13, 0.07, 0.03, 0.08, 0.10, 0.10, 0.11, 0.06, 0.00, 0.11], "smiles": "C=C/C=C/CCC.O.O", "total_energy_ev": -11612.0670, "relative_energy_kj_mol": 210.7, "e_lumo_ha": 0.0214, "spin_multiplicity": 1, "gap_ev": 9.152, "total_charge": 0}

=====

Record 2
{"formula": "C7H16O2P2SSr", "method": "wB97M-V/def2-TZVPD", "symbols": ["Sr", "S", "P", "P", "O", "O", "C", "C", "C", "C", "C", "C", "C", "H", "H", "H", "H", "H", "H", "H", "H", "H", "H", "H", "H", "H", "H", "H", "H"], "coordinates": [[1.15555, 1.56872, -5.12680], [-1.40001, -0.78682, -3.96933], [0.10233, -0.28740, -2.84059], [-0.25024, -0.06267, -0.51339], [-1.40313, -3.79719, 0.46278], [-0.06385, 1.72038, 1.41397], [-0.40882, 0.33324, 1.30676], [-0.51773, -1.88492, -0.46434], [2.37953, 1.76461, 1.56212], [-1.58324, 1.00886, -0.92615], [-1.08744, -2.46830, 0.81336], [1.04939, 1.97434, 2.24352], [-2.41878, 1.81294, -1.22144], [0.39496, -2.41280, -0.70998], [-1.41944, 0.25350, 1.66348], [3.13882, 2.36855, 2.01803], [-3.11602, 2.57789, -1.33947], [0.57757, 1.01137, -3.30443], [2.33072, 2.05976, 0.52370], [0.28077, -0.22751, 1.91993], [0.99493, 3.01606, 2.49985], [2.71105, 0.73418, 1.59894], [-1.19178, -4.37659, 1.19231], [-0.34926, -2.48981, 1.59330], [1.21741, -1.16335, -3.01051], [-1.99303, -1.98556, 1.13934], [1.08054, 0.43544, -0.45682], [1.01223, 1.43105, 3.17804], [-1.22303, -2.12797, -1.24616]], "lowdin_charge": [1.64, 0.18, 0.11, 0.71, -0.03, -0.21, -0.32, -0.29, -0.08, -0.28, -0.29, -0.27, 0.15, 0.10, 0.10, 0.08, 0.05, -0.26, 0.06, 0.10, 0.12, 0.07, 0.10, 0.12, -0.03, 0.12, 0.04, 0.13, 0.07], "total_energy_ev": -41840.8254, "e_lumo_ha": -0.3336, "spin_multiplicity": 1, "gap_ev": 5.330, "total_charge": 2}

=====

Record 3
{"formula": "C7H16O2SSi", "method": "wB97M-V/def2-TZVPD", "symbols": ["S", "Si", "O", "O", "C", "C", "C", "C", "C", "C", "C", "H", "H", "H", "H", "H", "H", "H", "H", "H", "H", "H", "H", "H", "H", "H", "H"], "coordinates": [[0.01499, -1.62919, -1.40336], [-1.19064, 0.49123, 0.63817], [0.01442, -3.13572, -1.33551], [-1.21719, -1.04288, -1.88350], [-0.54706, 1.41730, 2.17029], [-0.91806, 1.67776, -0.87620], [0.94357, -1.61363, 1.29004], [1.28874, -1.11196, -2.60111], [2.75221, -1.43702, -2.32126], [0.12236, -0.87862, 0.28645], [-3.03723, -0.12164, 0.69084], [-3.05654, -0.70162, -0.28428], [-1.35842, 1.30918, -1.68158], [3.30535, -0.62718, -1.84460], [1.86082, -1.08023, 1.44933], [0.07622, 2.28543, 2.04561], [-1.42458, 1.82013, 2.59924], [0.54288, -1.61669, 2.28752], [-3.47732, -0.64786, 1.51935], [-0.12983, 0.53197, 2.78479], [0.93988, -2.58651, 0.85518], [0.95989, -0.48497, -3.40728], [3.28217, -1.38981, -3.22613], [2.97498, -2.26101, -1.63091], [0.17706, 1.83036, -1.01628], [-1.36990, 2.69989, -0.75614], [-3.77872, 0.70999, 0.46127]], "lowdin_charge": [0.64, 0.59, -0.35, -0.40, -0.18, -0.18, -0.14, -0.10, -0.12, -0.28, -0.17, 0.03, -0.06, 0.07, 0.08, 0.02, 0.00, 0.07, 0.01, 0.05, 0.05, 0.08, 0.05, 0.09, 0.05, 0.05, 0.05], "total_energy_ev": -30321.8758, "relative_energy_kj_mol": 313.4, "e_lumo_ha": [-0.0359, -0.0337], "spin_multiplicity": 1, "gap_ev": [8.269, 8.061], "total_charge": 0}

=====

Record 4
{"formula": "C7H16O3S", "method": "wB97M-V/def2-TZVPD", "symbols": ["S", "O", "O", "O", "C", "C", "C", "C", "C", "C", "C", "H", "H", "H", "H", "H", "H", "H", "H", "H", "H", "H", "H", "H", "H", "H", "H"], "coordinates": [[-0.26314, 4.02621, -3.57801], [-1.40139, 3.24201, -2.60489], [0.85292, 4.43873, -2.79278], [0.56722, 4.19203, 0.10041], [-0.97368, 0.24650, 0.58526], [1.02145, -1.37851, 2.64215], [1.23030, 0.40931, -0.76565], [1.47578, 3.65852, -0.28721], [0.55210, 0.22404, 0.62001], [1.16498, -1.05969, 1.10458], [-1.75454, -0.72454, -0.29917], [0.65716, 1.17225, -1.38654], [1.11131, -2.43675, 2.78585], [-2.15670, 3.21821, -3.13786], [-2.72090, -0.66768, -0.07292], [0.12588, 2.98552, -4.52929], [-1.33589, -1.62537, -0.12077], [0.84384, 0.97111, 1.29996], [-1.36501, 1.21353, 0.22392], [-1.53126, 0.17927, 1.52136], [1.87907, -1.11540, 3.20370], [1.15699, -0.47570, -1.40135], [-1.56611, -0.37515, -1.23617], [2.14352, 0.71180, -0.54581], [2.26229, -1.03663, 0.75894], [0.95516, -2.00551, 0.61038], [0.23433, -0.84082, 3.13024]], "lowdin_charge": [0.84, -0.33, -0.53, 0.04, -0.21, -0.08, -0.08, 0.00, -0.38, -0.24, -0.07, 0.08, 0.06, 0.00, 0.04, 0.01, 0.04, 0.11, 0.11, 0.10, 0.04, 0.09, 0.04, 0.01, 0.13, 0.10, 0.06], "total_energy_ev": -24492.4390, "relative_energy_kj_mol": 94.5, "e_lumo_ha": 0.0095, "spin_multiplicity": 1, "gap_ev": 9.992, "total_charge": 0}

=====

Record 5
{"formula": "C7H16OS2", "method": "wB97M-V/def2-TZVPD", "symbols": ["S", "S", "O", "C", "C", "C", "C", "C", "C", "C", "H", "H", "H", "H", "H", "H", "H", "H", "H", "H", "H", "H", "H", "H", "H", "H"], "coordinates": [[-0.04228, -1.95405, -2.10686], [-2.08764, -0.38362, 1.31376], [-1.42385, -0.59452, 2.57708], [-2.25562, -1.98762, 0.50477], [0.10225, 1.23467, 0.29529], [-0.21878, 2.38886, 1.21219], [1.09831, 0.29057, 0.97723], [1.67847, -2.04940, -2.00280], [-1.15439, 0.43992, 0.09463], [0.73447, 1.63310, -1.05358], [2.03858, -1.47710, -1.02413], [1.37940, -0.37222, 0.25684], [1.48795, 2.31350, -0.89112], [-1.70935, 0.51051, -0.83236], [2.07922, 0.74018, 1.21259], [0.71471, 2.96502, 1.50359], [0.76599, -0.14770, 1.85251], [-2.66031, -2.60200, 1.25059], [2.07934, -1.41809, -2.87209], [-0.03288, 2.18136, -1.55054], [-2.96770, -1.95456, -0.42216], [0.87580, 0.84072, -1.75317], [2.34739, -2.88417, -2.01917], [-1.18493, 2.89268, 1.05621], [-1.30290, -2.48713, 0.30405], [-0.34123, 1.88108, 2.11665]], "lowdin_charge": [0.63, 0.83, -0.49, -0.28, -0.63, -0.05, -0.05, -0.63, -0.24, -0.03, 0.06, 0.00, 0.06, 0.08, 0.11, 0.12, 0.05, 0.01, 0.05, 0.08, 0.10, 0.05, 0.01, 0.10, 0.01, 0.04], "total_energy_ev": -31231.2066, "relative_energy_kj_mol": 539.3, "e_lumo_ha": [-0.0087, -0.0734], "spin_multiplicity": 1, "gap_ev": [8.791, 5.674], "total_charge": 0}

=====

Record 6
{"formula": "C7H16Si", "method": "wB97M-V/def2-TZVPD", "symbols": ["Si", "C", "C", "C", "C", "C", "C", "C", "H", "H", "H", "H", "H", "H", "H", "H", "H", "H", "H", "H", "H", "H", "H", "H"], "coordinates": [[-0.13515, 0.69868, -0.44596], [-0.25182, -0.88969, 0.62108], [0.90772, -1.83238, 0.27827], [1.70816, 2.83038, -0.76424], [-1.57847, -1.60318, 0.35327], [1.08319, 2.01592, 0.08067], [-0.32347, 0.47787, -2.32048], [-0.18236, -0.52095, 2.10373], [-2.68979, 1.87364, 0.43855], [0.85096, -2.72829, 0.89695], [1.87136, -1.35811, 0.46037], [1.59020, 2.75481, -1.83341], [-1.69190, -2.45177, 1.02534], [-1.63022, -1.97517, -0.66889], [1.23934, 2.16019, 1.14127], [-1.07588, -0.27088, -2.55501], [0.77584, -0.05789, 2.34874], [0.86884, -2.14363, -0.76482], [-2.41032, -0.92108, 0.51487], [-0.29224, -1.41772, 2.72018], [0.61323, 0.16727, -2.78013], [-0.98314, 0.17453, 2.35664], [-0.63437, 1.40607, -2.78500], [2.37033, 3.61139, -0.42199]], "lowdin_charge": [0.76, -0.70, -0.10, -0.06, -0.12, -0.27, -0.20, -0.12, -0.05, 0.08, 0.08, 0.04, 0.08, 0.07, 0.05, 0.02, 0.07, 0.08, 0.05, 0.09, 0.03, 0.07, 0.02, 0.05], "total_energy_ev": -15392.3652, "relative_energy_kj_mol": 451.5, "e_lumo_ha": [-0.0125, -0.0069], "spin_multiplicity": 1, "gap_ev": [6.602, 8.365], "total_charge": 0}

=====

Question: What is the formula in the second record?
Answer: C7H16O2P2SSr